41
Properties=species:S:1:pos:R:3:forces:R:3 method="wB97M-V/def2-TZVPD" lumo_ev=0.17 smiles="CCOC(=O)OC.CCOC(=O)OC.OB(O)CBI" total_charge=0 gap_ev=9.63 homo_ha=-0.3475
O 2.471268 -4.385983 0.914353 0.489 0.297 -0.309
B 2.025257 -3.130050 0.499249 -0.026 -0.188 0.156
O 2.711479 -2.012769 0.869504 0.026 0.113 -0.553
C 0.681993 -2.995342 -0.329491 -0.145 -0.048 0.062
B -0.413375 -3.745299 0.456960 0.016 0.104 -0.077
I -1.360447 -2.752799 2.087003 -0.026 -0.102 0.061
H 2.873215 -4.930657 0.231839 -0.266 -0.187 0.073
H 3.658445 -2.167488 0.965244 -0.140 -0.130 0.495
H 0.852934 -3.492292 -1.291063 0.023 0.008 -0.011
H 0.444386 -1.945339 -0.492432 0.082 0.054 0.023
H -0.749059 -4.862237 0.250338 -0.013 -0.018 0.089
C 3.405996 0.997393 2.064347 0.051 0.043 -0.105
C 4.268987 2.108711 2.615192 -0.081 -0.003 0.176
O 5.313900 2.476826 1.693215 -0.001 -0.004 -0.003
C 4.938177 3.278398 0.700080 -0.010 -0.006 -0.010
O 3.838118 3.737728 0.530959 -0.011 0.001 -0.004
O 5.995823 3.495472 -0.082741 0.012 -0.002 -0.005
C 5.731025 4.328174 -1.216299 0.040 0.026 -0.010
H 4.021922 0.145762 1.779579 0.001 -0.008 0.050
H 2.688982 0.668097 2.816358 0.008 -0.010 0.005
H 2.854586 1.329793 1.186280 -0.016 0.008 0.018
H 4.800724 1.789315 3.509416 0.046 -0.008 -0.034
H 3.679549 2.991247 2.861176 0.003 0.016 -0.070
H 5.263617 5.260662 -0.907542 -0.007 -0.007 -0.001
H 5.080468 3.813023 -1.921326 -0.023 0.009 0.016
H 6.699140 4.519469 -1.668552 -0.002 -0.011 -0.004
C -7.543336 -0.470976 -2.321129 0.027 0.076 0.065
C -6.179064 -0.974709 -2.734640 -0.045 -0.100 -0.098
O -5.125717 -0.127113 -2.240213 0.000 0.002 0.004
C -4.799383 -0.315131 -0.961869 -0.018 -0.001 -0.003
O -5.279490 -1.133373 -0.220146 -0.006 -0.003 0.012
O -3.844159 0.555902 -0.644105 0.010 0.017 0.000
C -3.407798 0.485436 0.718841 0.055 0.019 0.030
H -7.676131 0.565621 -2.632227 -0.017 -0.015 -0.033
H -8.318961 -1.077050 -2.790412 0.002 -0.001 -0.003
H -7.665476 -0.529949 -1.240671 -0.001 -0.027 -0.005
H -6.060214 -0.946942 -3.816034 0.023 0.038 0.007
H -6.009437 -1.994641 -2.391236 0.009 0.023 0.049
H -3.123894 -0.531776 0.979692 -0.040 0.053 -0.021
H -4.195722 0.829274 1.387567 -0.024 -0.032 -0.013
H -2.548326 1.145610 0.784936 -0.004 0.004 -0.018